(1)
Entry from the Open Molecules 2025 dataset: a structure of composition C56H39BrCl5KN3O3P2S3 (ωB97M-V with the def2-TZVPD basis set).

Values from the calculation:
Energy relative to the best compared isomer or geometry (same formula, charge and spin): 6.5 kcal/mol
Strongest force on any atom: 0.8 eV Å⁻¹
HOMO energy: -0.1868 Ha
Gap between HOMO and LUMO: 6.959 eV
Total charge: -1

Element x y z (Å)
K: -0.1863 -1.3226 -1.6403
O: 1.4789 -3.0753 1.7774
S: 0.6944 -1.8171 1.7089
C: 1.3880 -0.7701 3.0277
C: 1.4720 -1.3574 4.2881
C: 2.0356 -0.6642 5.3403
C: 2.5271 0.6192 5.1278
C: 2.4680 1.1838 3.8678
C: 1.9061 0.5003 2.7835
P: 1.8983 1.2357 1.0780
C: 1.7201 3.0133 1.5573
C: 2.7683 3.8867 1.8428
C: 2.5140 5.1905 2.2477
C: 1.2091 5.6413 2.3878
C: 0.1553 4.7846 2.1025
C: 0.4151 3.4911 1.6772
C: 3.6883 1.1379 0.7036
C: 4.1904 1.9442 -0.3206
C: 5.5114 1.8462 -0.7190
C: 6.3499 0.9075 -0.1280
C: 5.8541 0.0810 0.8655
C: 4.5331 0.1994 1.2841
C: -0.8563 -2.1848 2.5903
C: -0.9772 -3.4580 3.1197
C: -2.1100 -3.7780 3.8519
C: -3.0985 -2.8257 4.0616
C: -2.9748 -1.5612 3.5058
C: -1.8636 -1.2339 2.7313
P: -1.6170 0.3754 1.9086
C: -2.0640 1.5402 3.2481
C: -1.2631 1.5380 4.3924
C: -1.4516 2.4841 5.3858
C: -2.4378 3.4534 5.2498
C: -3.2405 3.4601 4.1195
C: -3.0567 2.5087 3.1231
C: -3.0064 0.5506 0.7374
C: -2.8673 1.5838 -0.1911
C: -3.8844 1.8823 -1.0828
C: -5.0495 1.1311 -1.0749
C: -5.1815 0.0744 -0.1870
C: -4.1666 -0.2186 0.7129
H: 1.0965 -2.3628 4.4298
H: 2.0927 -1.1192 6.3210
H: 2.9675 1.1753 5.9462
H: 2.8660 2.1773 3.7146
H: 3.7926 3.5462 1.7533
H: 3.3430 5.8539 2.4620
H: 1.0150 6.6555 2.7138
H: -0.8699 5.1171 2.2094
H: -0.4100 2.8305 1.4441
H: 3.5354 2.6473 -0.8219
H: 5.8824 2.4769 -1.5178
H: 7.3749 0.8105 -0.4626
H: 6.4906 -0.6682 1.3193
H: 4.1660 -0.4621 2.0592
H: -0.1843 -4.1727 2.9371
H: -2.2206 -4.7736 4.2622
H: -3.9733 -3.0731 4.6494
H: -3.7434 -0.8155 3.6730
H: -0.4814 0.7940 4.5039
H: -0.8178 2.4701 6.2639
H: -2.5783 4.1986 6.0226
H: -4.0170 4.2071 4.0091
H: -3.6881 2.5228 2.2434
H: -1.9454 2.1547 -0.2244
H: -3.7495 2.6789 -1.8042
H: -5.8384 1.3456 -1.7849
H: -6.0749 -0.5376 -0.2004
H: -4.2807 -1.0562 1.3888
C: -4.5392 -2.7496 -2.3158
C: -3.8779 -1.8579 -3.3113
N: -3.1512 -0.8281 -3.0037
C: -2.7016 -0.1870 -4.1353
C: -3.0849 -0.7468 -5.3134
S: -4.0469 -2.1230 -5.0073
C: -1.8739 1.0202 -4.0205
C: -1.9100 2.0706 -4.8850
S: -0.7395 3.2318 -4.4278
C: -0.2832 2.2411 -3.0898
N: -0.9594 1.1376 -3.0000
C: 0.8047 2.6357 -2.1493
H: -4.1534 -2.5102 -1.3285
H: -4.3205 -3.7968 -2.5269
H: -5.6227 -2.6113 -2.3254
H: -2.7918 -0.4554 -6.3079
H: -2.5603 2.1963 -5.7340
H: 1.3316 3.5219 -2.5039
H: 1.5050 1.8008 -2.0469
H: 0.3876 2.8585 -1.1652
Cl: -1.9520 -3.7075 -0.0918
C: -1.7209 -4.5409 -1.6774
C: -1.3290 -3.7874 -2.7485
C: -1.1989 -4.5017 -3.9230
Cl: -0.6838 -3.6434 -5.3756
C: -1.4595 -5.8648 -4.0394
Cl: -1.3135 -6.7020 -5.5504
C: -1.8527 -6.5753 -2.9028
Cl: -2.1789 -8.2726 -3.0017
C: -1.9827 -5.9087 -1.6877
Cl: -2.4662 -6.7827 -0.2700
Br: 7.5850 0.5567 -3.9674
C: 5.9639 -0.3542 -4.3759
C: 5.8862 -1.1189 -5.5281
N: 4.7837 -1.7796 -5.8664
C: 3.7285 -1.6868 -5.0546
C: 3.7219 -0.9351 -3.8859
C: 4.8754 -0.2531 -3.5349
C: 2.4836 -0.8529 -2.9998
O: 2.5703 -0.1054 -1.9933
O: 1.4960 -1.5249 -3.3553
H: 6.7392 -1.1996 -6.1926
H: 2.8332 -2.2305 -5.3307
H: 4.8840 0.3238 -2.6209



(2)
Entry from the Open Molecules 2025 dataset: a structure of composition C56H43Cl4MoN7SSe in a non-equilibrium geometry (ωB97M-V with the def2-TZVPD basis set).

Values from the calculation:
Multiplicity: 3
Strongest force on any atom: 2.0 eV Å⁻¹
HOMO energy (alpha / beta): -0.2433 / -0.2724 Ha
Gap between HOMO and LUMO (alpha / beta): 4.697 / 5.376 eV

Element x y z (Å)
Mo: 0.0858 0.5186 1.0297
Cl: 0.8832 -1.9431 10.2145
C: 0.7882 -1.3840 8.5531
C: -0.0720 -2.0137 7.6723
C: -0.1122 -1.6146 6.3555
C: 0.6409 -0.5452 5.9302
C: 1.4680 0.0950 6.8027
C: 1.5778 -0.3085 8.1383
C: 0.4869 -0.0499 4.5517
C: -0.7246 0.4843 4.1280
C: -1.9141 0.6115 4.9247
C: -2.8914 1.1619 4.1205
C: -2.2547 1.4137 2.8253
C: -2.8639 2.1193 1.7559
C: -4.2957 2.4804 1.9247
C: -4.6385 3.7410 2.4118
C: -5.9813 4.1079 2.5058
C: -6.9495 3.2166 2.0957
Cl: -8.6175 3.6590 2.3483
C: -6.6302 1.9766 1.5929
C: -5.2992 1.6212 1.4964
C: -2.2129 2.4582 0.5872
N: -0.9326 2.1527 0.2149
C: -0.6511 2.8605 -0.9203
C: 0.5693 2.7980 -1.6557
C: 1.0334 3.9924 -2.4191
C: 0.4245 5.2302 -2.1200
C: 0.8833 6.4355 -2.5714
C: 2.0368 6.4964 -3.3289
Cl: 2.6747 8.0133 -3.7927
C: 2.7231 5.3247 -3.5557
C: 2.2595 4.0980 -3.1027
C: 1.4476 1.6983 -1.4932
C: 2.3539 1.1705 -2.5000
C: 3.1086 0.2201 -1.8915
C: 2.6955 0.1668 -0.5338
N: 1.5626 0.9673 -0.3596
C: 3.3087 -0.3936 0.5530
C: 2.8933 -0.3516 1.9020
C: 3.6358 -0.9125 2.9683
C: 2.8647 -0.8309 4.0846
C: 1.6052 -0.1858 3.7238
N: 1.6701 0.0916 2.3446
C: 4.6829 -0.8905 0.2854
C: 5.8293 -0.1707 0.7078
C: 7.0907 -0.6137 0.3577
C: 7.2436 -1.7715 -0.3947
Cl: 8.8027 -2.4325 -0.7656
C: 6.1112 -2.5019 -0.7920
C: 4.8501 -2.0568 -0.4621
C: -1.8616 3.5366 -1.3602
C: -2.8125 3.3035 -0.4539
N: -0.9857 0.9576 2.8555
H: -0.5515 -2.9393 7.9703
H: -0.7280 -2.1598 5.6470
H: 2.0223 0.9923 6.4875
H: 2.2457 0.2414 8.8045
H: -1.9908 0.3533 5.9701
H: -3.9381 1.3786 4.3097
H: -3.8331 4.3997 2.6721
H: -6.2336 5.1128 2.7911
H: -7.4131 1.3062 1.2646
H: -5.0877 0.6031 1.0838
H: -0.4675 5.2786 -1.5455
H: 0.3265 7.3538 -2.3275
H: 3.6529 5.3329 -4.0875
H: 2.8898 3.2710 -3.2812
H: 2.4193 1.4429 -3.5541
H: 3.8460 -0.4101 -2.3237
H: 4.6322 -1.3235 2.9327
H: 3.1874 -1.1220 5.0704
H: 5.7222 0.7822 1.2372
H: 7.9297 -0.0125 0.6240
H: 6.2651 -3.4129 -1.3410
H: 3.9989 -2.6205 -0.8511
H: -2.0130 4.0888 -2.2820
H: -3.8295 3.6858 -0.4571
N: -1.7993 -0.5263 0.4042
C: -1.8746 -1.9874 0.6209
C: -0.4846 -2.5326 0.9743
N: 0.5311 -1.6049 0.4504
H: -2.5834 -0.0720 0.8939
H: -2.0257 -0.3291 -0.5952
H: -2.2389 -2.4452 -0.3078
H: -2.5399 -2.2113 1.4202
H: -0.3527 -3.5510 0.6473
H: -0.2815 -2.5425 2.0592
H: 0.5995 -1.5946 -0.5620
H: 1.4456 -1.8128 0.8484
C: -0.7704 -6.0514 -7.1356
C: -0.8838 -4.9204 -6.1741
C: -1.5109 -5.0814 -4.9516
C: -1.5136 -4.0823 -3.9743
C: -2.2940 -4.3295 -2.6870
C: -0.8929 -2.8433 -4.2173
Se: -0.7816 -1.5167 -2.8902
C: -0.2684 -2.6627 -5.4706
C: 0.3454 -1.3605 -5.8807
C: -0.2496 -3.6998 -6.4027
H: -1.3981 -6.9215 -6.9367
H: 0.2610 -6.4879 -7.0780
H: -0.9423 -5.7568 -8.2032
H: -2.1121 -5.9864 -4.7754
H: -2.6306 -5.3889 -2.6060
H: -3.1721 -3.7061 -2.6603
H: -1.7151 -4.2016 -1.7872
H: 0.9494 -0.9674 -5.0936
H: -0.4983 -0.6553 -6.0589
H: 0.9304 -1.4991 -6.7802
H: 0.2843 -3.5117 -7.3193
S: -3.4207 -0.3472 -2.6934
C: -3.3789 1.1656 -3.4148
N: -3.3755 2.1912 -3.9658



(3)
Entry from the Open Molecules 2025 dataset: a structure of composition C56H43CrN15O5 in a non-equilibrium geometry (ωB97M-V with the def2-TZVPD basis set).

Values from the calculation:
Energy relative to the best compared isomer or geometry (same formula, charge and spin): 0.0 kcal/mol
Multiplicity: 5
Strongest force on any atom: 1.7 eV Å⁻¹
HOMO energy (alpha / beta): -0.0100 / -0.0273 Ha
Gap between HOMO and LUMO (alpha / beta): 3.976 / 4.446 eV
Total charge: -2

Element x y z (Å)
Cr: 0.3878 0.3275 0.2128
C: -2.9636 -2.5483 8.6221
O: -3.7756 -2.7087 7.4866
C: -3.1875 -2.4360 6.2713
C: -1.8343 -2.1923 6.0897
C: -1.3505 -1.8881 4.8252
C: -2.1760 -1.8226 3.6943
C: -3.5297 -2.1382 3.9068
C: -4.0267 -2.4238 5.1649
C: -1.6050 -1.4317 2.3992
C: -2.1445 -0.2067 1.6673
C: -3.6352 -0.1559 1.5395
C: -3.9218 -0.3422 0.2476
C: -2.6813 -0.3063 -0.5227
N: -1.6321 -0.1046 0.3204
C: -2.6642 -0.2010 -1.8977
C: -1.5199 0.3815 -2.5468
C: -1.4499 0.9383 -3.8445
C: -0.2487 1.6341 -3.9131
C: 0.3964 1.4371 -2.6808
C: 1.7837 1.7344 -2.3882
C: 2.3872 2.9949 -2.6934
C: 1.6130 4.0919 -3.1413
C: 2.1610 5.3455 -3.3259
C: 3.5132 5.5649 -3.0825
O: 4.1088 6.8021 -3.2838
C: 3.5539 7.8465 -2.5025
C: 4.3027 4.5069 -2.6496
C: 3.7576 3.2526 -2.4578
C: 2.4886 0.6012 -1.8584
N: 1.8535 -0.2934 -1.0485
C: 2.6433 -1.4071 -0.9796
C: 2.4011 -2.5220 -0.1474
C: 3.1965 -3.7456 -0.3888
C: 3.9353 -4.4043 0.5970
C: 4.5617 -5.6130 0.3455
C: 4.4677 -6.2029 -0.9074
O: 5.0781 -7.4281 -1.0649
C: 4.7137 -8.1638 -2.2061
C: 3.7939 -5.5370 -1.9223
C: 3.1762 -4.3227 -1.6596
C: 1.3983 -2.5479 0.8113
C: 1.1155 -3.6473 1.6886
C: 0.0305 -3.3044 2.4257
C: -0.4064 -2.0033 1.9766
N: 0.4592 -1.5529 1.0104
C: 3.7982 -1.2144 -1.7711
C: 3.7169 0.0561 -2.2959
N: -0.3667 0.6557 -1.8634
C: -3.8980 -0.5208 -2.6387
C: -4.5191 -1.7595 -2.4683
C: -5.6918 -2.0971 -3.1352
C: -6.2693 -1.1925 -4.0112
O: -7.4179 -1.4365 -4.7322
C: -7.9320 -2.7412 -4.6753
C: -5.6821 0.0556 -4.1869
C: -4.5260 0.3858 -3.5056
H: -3.6104 -2.6845 9.4875
H: -2.5199 -1.5483 8.6613
H: -2.1632 -3.2956 8.6584
H: -1.1481 -2.2159 6.9271
H: -0.2974 -1.6641 4.7084
H: -4.2033 -2.1925 3.0648
H: -5.0761 -2.6525 5.3115
H: -4.3011 0.0074 2.3700
H: -4.9024 -0.4165 -0.1969
H: -2.1595 0.8087 -4.6458
H: 0.1532 2.1762 -4.7578
H: 0.5551 3.9453 -3.3107
H: 1.5324 6.1670 -3.6520
H: 4.1390 8.7402 -2.7212
H: 3.6122 7.6206 -1.4355
H: 2.5051 8.0360 -2.7472
H: 5.3536 4.6896 -2.4569
H: 4.3805 2.4576 -2.0698
H: 4.0338 -3.9466 1.5733
H: 5.1334 -6.1163 1.1162
H: 5.1631 -9.1491 -2.0931
H: 5.0900 -7.7098 -3.1290
H: 3.6266 -8.2658 -2.2855
H: 3.7295 -5.9554 -2.9186
H: 2.6449 -3.8113 -2.4517
H: 1.6580 -4.5773 1.7196
H: -0.4865 -3.8989 3.1625
H: 4.5971 -1.9293 -1.8956
H: 4.4095 0.5256 -2.9778
H: -4.0636 -2.4774 -1.7978
H: -6.1399 -3.0673 -2.9611
H: -8.7758 -2.7667 -5.3630
H: -8.2837 -3.0017 -3.6707
H: -7.1900 -3.4843 -4.9867
H: -6.1577 0.7662 -4.8527
H: -4.1103 1.3775 -3.6132
N: 1.5113 2.1103 3.3153
C: 2.4867 1.4571 2.5593
N: 3.7574 1.4862 2.9073
N: 4.3728 0.8075 1.9211
N: 3.5170 0.4176 1.0449
N: 2.2752 0.8059 1.4055
C: 0.2080 1.7375 3.1610
N: -0.7637 1.9978 4.0434
N: -1.8573 1.4590 3.5416
N: -1.5297 0.9458 2.3982
N: -0.2386 1.0818 2.1045
H: 1.7845 2.3426 4.2560
N: 2.5797 5.1905 2.2585
C: 1.6405 5.7910 1.4764
O: 1.5507 7.0112 1.4264
C: 0.7536 4.8839 0.7247
C: -0.4575 5.3666 0.2266
C: -1.3311 4.4782 -0.3643
C: -1.0007 3.1298 -0.4125
N: 0.1832 2.6690 0.0003
C: 1.0416 3.5377 0.5151
H: 3.1162 5.7820 2.8659
H: 2.5580 4.1999 2.4491
H: -0.6717 6.4228 0.3272
H: -2.2765 4.8024 -0.7784
H: -1.7016 2.4005 -0.7996
H: 2.0256 3.1460 0.7504



(4)
Entry from the Open Molecules 2025 dataset: a structure of composition C56H46INOP3ReSi (ωB97M-V with the def2-TZVPD basis set).

Values from the calculation:
Multiplicity: 2
Strongest force on any atom: 0.6 eV Å⁻¹
HOMO energy (alpha / beta): -0.5911 / -0.5903 Ha
Gap between HOMO and LUMO (alpha / beta): 6.807 / 6.523 eV
Total charge: +3

Element x y z (Å)
Re: 0.5063 -0.2383 0.2214
C: 0.0317 -0.8972 5.7165
C: 1.2297 -0.6148 5.0689
C: 1.4337 -1.0447 3.7685
C: 0.4372 -1.7634 3.0959
C: -0.7594 -2.0458 3.7564
C: -0.9581 -1.6147 5.0607
P: 0.6890 -2.2770 1.3700
C: 2.3287 -3.0248 1.2563
C: 3.4597 -2.2122 1.3663
C: 4.7258 -2.7656 1.4125
C: 4.8803 -4.1443 1.3278
C: 3.7683 -4.9573 1.1735
C: 2.4951 -4.4039 1.1406
C: -0.5513 -3.5127 0.9404
C: -0.7461 -4.6469 1.7302
C: -1.6978 -5.5824 1.3591
C: -2.4465 -5.3926 0.2012
C: -2.2566 -4.2574 -0.5729
C: -1.3163 -3.2918 -0.2081
Si: -1.0023 -1.7170 -1.1676
C: -2.4266 -0.5266 -1.5380
C: -3.1854 -0.5444 -2.7108
C: -4.1411 0.4306 -2.9532
C: -4.3617 1.4530 -2.0344
C: -3.6280 1.4973 -0.8606
C: -2.6595 0.5222 -0.6370
P: -1.7940 0.2894 0.9157
C: -3.0308 -0.4914 1.9928
C: -3.7088 0.3186 2.9096
C: -4.7849 -0.1858 3.6258
C: -5.2028 -1.4925 3.4310
C: -4.5525 -2.2920 2.5000
C: -3.4812 -1.7937 1.7786
C: -1.3230 1.8196 1.7520
C: -1.2569 3.0303 1.0599
C: -0.8733 4.1875 1.7224
C: -0.5542 4.1407 3.0745
C: -0.5880 2.9296 3.7613
C: -0.9581 1.7666 3.1012
C: -0.3516 -2.1690 -2.8552
C: -0.9386 -3.0448 -3.7745
C: -0.4388 -3.1417 -5.0619
C: 0.6537 -2.3703 -5.4614
C: 1.2664 -1.5194 -4.5622
C: 0.7517 -1.4359 -3.2675
P: 1.5646 -0.4872 -1.9897
C: 1.6691 1.2379 -2.4820
C: 0.6908 2.0759 -1.9422
C: 0.6061 3.4060 -2.3173
C: 1.4928 3.9011 -3.2647
C: 2.4520 3.0692 -3.8289
C: 2.5441 1.7408 -3.4434
C: 3.2043 -1.2090 -1.8498
C: 4.3550 -0.4234 -1.7744
C: 5.6054 -1.0249 -1.7728
C: 5.7084 -2.4069 -1.8522
C: 4.5636 -3.1925 -1.9239
C: 3.3136 -2.6008 -1.9222
H: -0.1179 -0.5795 6.7400
H: 2.0171 -0.0878 5.5918
H: 2.3896 -0.8561 3.3011
H: -1.5320 -2.6225 3.2703
H: -1.8822 -1.8586 5.5678
H: 3.3533 -1.1356 1.4232
H: 5.5950 -2.1280 1.5099
H: 5.8684 -4.5828 1.3731
H: 3.8872 -6.0295 1.0942
H: 1.6424 -5.0580 1.0227
H: -0.1728 -4.7995 2.6376
H: -1.8554 -6.4613 1.9697
H: -3.1854 -6.1277 -0.0892
H: -2.8761 -4.1137 -1.4505
H: -3.0265 -1.3162 -3.4538
H: -4.7222 0.3981 -3.8653
H: -5.1120 2.2066 -2.2317
H: -3.8203 2.2736 -0.1299
H: -3.4236 1.3470 3.0711
H: -5.3002 0.4522 4.3310
H: -6.0436 -1.8820 3.9893
H: -4.8877 -3.3059 2.3262
H: -3.0091 -2.4315 1.0512
H: -1.5467 3.0809 0.0173
H: -0.8554 5.1314 1.1939
H: -0.2923 5.0516 3.5975
H: -0.3513 2.8965 4.8175
H: -0.9924 0.8283 3.6443
H: -1.7866 -3.6577 -3.4940
H: -0.8979 -3.8218 -5.7672
H: 1.0312 -2.4526 -6.4716
H: 2.1364 -0.9485 -4.8629
H: -0.0615 1.6882 -1.2456
H: -0.1588 4.0477 -1.9004
H: 1.4234 4.9339 -3.5792
H: 3.1287 3.4575 -4.5783
H: 3.2944 1.1059 -3.8975
H: 4.2877 0.6571 -1.7688
H: 6.4974 -0.4129 -1.7423
H: 6.6842 -2.8740 -1.8765
H: 4.6482 -4.2684 -1.9980
H: 2.4287 -3.2207 -2.0093
N: 2.3217 2.6186 2.6466
C: 2.6395 1.8211 1.6593
O: 1.7292 1.0828 1.1585
C: 4.0285 1.8034 1.1337
I: 4.3142 3.4855 -0.1389
H: 1.3562 2.6707 2.9594
H: 2.9944 3.2675 3.0295
H: 4.1920 0.9069 0.5434
H: 4.7563 1.8642 1.9397